Computed, not measured: a 3-piece molecular cluster, C6H16O2 overall, with wB97M-V/def2-TZVPD.

Calculated values
Charge: 0
Multiplicity: 1
Highest occupied orbital energy in hartree: -0.3524
Kohn-Sham gap in Eh: 0.3762

Geometry as XYZ:
```
24
C6H16O2 | the Open Molecules 2025 dataset | wB97M-V/def2-TZVPD
C -1.405 -0.118 0.638
C -0.153 -0.473 0.250
C 0.723 0.404 -0.608
C 0.826 1.898 -0.539
C 0.258 -1.940 0.302
C 0.953 -2.207 -0.962
H -1.829 0.861 0.556
H -2.235 -0.840 0.909
H 0.436 0.014 -1.613
H 1.840 0.149 -0.662
H -0.136 2.341 -0.720
H 1.475 2.294 -1.232
H 1.080 2.125 0.472
H -0.647 -2.569 0.362
H 0.970 -1.986 1.155
H 1.116 -3.277 -1.054
H 1.904 -1.834 -1.063
H 0.530 -1.758 -1.776
O -2.208 1.234 -2.347
H -2.411 1.990 -1.745
H -1.648 0.927 -1.688
O 1.067 0.682 3.334
H 0.078 0.392 3.297
H 1.391 0.462 2.421
```